Entry A
Molecular formula: C3H6O3
Method: DFT, ωB97M-V with the def2-TZVPD basis set

Last column: Löwdin charge in e.
Element x y z (Å)
C: -2.51 -1.53 0.90  -0.0047
C: -1.40 -1.60 0.14  -0.2504
O: -0.28 -0.80 0.19  -0.0184
H: -3.01 -2.47 1.07  0.0444
H: -3.18 -0.70 1.09  0.0537
H: -1.21 -2.57 -0.32  0.1071
H: -0.41 -0.37 1.05  0.1012
O: 0.63 2.03 0.06  0.0571
C: 1.70 1.59 -0.26  -0.3800
O: 1.83 0.46 -1.00  0.0572
H: 2.69 1.88 0.09  0.1398
H: 0.95 0.31 -1.36  0.0930

Summary:
Orbital gap: 9.89 eV
2S+1: 1
SMILES: C=CO.O=CO

Entry B
Molecular formula: C3H6O3
Method: DFT, ωB97M-V with the def2-TZVPD basis set

Last column: Löwdin charge in e.
Element x y z (Å)
C: -1.39 0.16 -0.40  -0.2424
C: 0.62 -1.13 0.50  0.0095
C: 0.09 0.04 -0.30  -0.4331
O: -2.16 -0.45 0.28  0.1070
O: 0.83 0.46 -1.35  0.0404
O: 0.11 1.48 0.85  -0.0880
H: -1.70 1.13 -0.98  0.1648
H: 0.20 -1.03 1.41  0.0477
H: 0.33 -2.06 -0.05  0.1201
H: 1.74 -1.14 0.59  0.1090
H: 1.74 0.54 -0.83  0.1882
H: -0.40 1.99 0.27  -0.0230

Summary:
Orbital gap: 10.60 eV
2S+1: 1

Entry C
Molecular formula: C3H6O3
Method: DFT, ωB97M-V with the def2-TZVPD basis set

Last column: Löwdin charge in e.
Element x y z (Å)
O: 6.10 -1.33 -0.58  0.0296
C: 4.90 -1.21 -0.51  -0.3212
C: 4.02 -1.40 -1.71  -0.0558
H: 4.51 -0.85 0.46  0.1130
H: 3.76 -0.45 -2.17  0.0804
H: 3.10 -1.92 -1.42  0.0742
H: 4.55 -2.13 -2.32  0.0799
O: -6.02 1.01 2.69  0.0828
C: -5.84 1.90 1.92  -0.3807
O: -6.76 2.28 0.98  0.0497
H: -4.99 2.59 1.82  0.1357
H: -7.33 1.51 0.85  0.1126

Summary:
Orbital gap: 10.75 eV
2S+1: 1
SMILES: CC=O.O=CO

Entry D
Molecular formula: C3H6O3
Method: DFT, ωB97M-V with the def2-TZVPD basis set

Last column: Löwdin charge in e.
Element x y z (Å)
C: -0.39 -0.07 -0.25  -0.3648
C: -1.21 0.54 0.86  -0.0541
C: 1.01 -0.15 -0.14  -0.4535
O: 1.73 -1.25 -0.38  0.1373
O: -1.06 -1.18 -0.79  -0.0032
O: 1.60 1.03 -0.20  0.0377
H: 2.66 -0.98 -0.45  0.1362
H: -0.60 -1.43 -1.61  0.0989
H: 0.56 1.43 -0.44  0.2220
H: -0.68 1.34 1.37  0.0810
H: -2.13 0.95 0.45  0.0769
H: -1.48 -0.23 1.59  0.0856

Summary:
Orbital gap: 7.95 eV
2S+1: 1
SMILES: CC(O)=C(O)O

Which structure is the most stable? The one labeled entry C.

Entry A
Molecular formula: C3H6O3
Method: DFT, ωB97M-V with the def2-TZVPD basis set

Last column: Löwdin charge in e.
Element x y z (Å)
C: 0.38 -0.83 -1.16  -0.0190
C: 1.06 0.34 -1.17  -0.2361
O: 0.38 1.49 -1.48  0.0017
H: 0.85 -1.65 -0.63  0.0695
H: -0.31 -0.97 -1.98  0.0841
H: 2.01 0.49 -0.69  0.1179
H: 0.85 2.21 -1.07  0.0979
O: -0.55 0.21 3.02  0.0958
C: -1.06 -0.35 2.13  -0.4225
O: -1.19 0.20 0.91  0.0191
H: -1.57 -1.32 2.13  0.1319
H: -0.85 0.18 -0.01  0.0597

Summary:
Orbital gap: 10.19 eV
2S+1: 1
SMILES: C=CO.O=CO

Entry B
Molecular formula: C3H6O3
Method: DFT, ωB97M-V with the def2-TZVPD basis set

Last column: Löwdin charge in e.
Element x y z (Å)
C: 0.45 1.29 -0.07  -0.1638
C: 0.92 -0.76 0.47  -0.2913
C: -1.43 -0.36 -0.12  -0.0694
H: 0.96 1.56 0.93  0.1359
H: 0.22 2.25 -0.79  0.1843
H: 1.69 -1.61 0.38  0.1616
H: 0.77 -0.37 1.53  0.1569
H: -1.59 -0.34 -1.30  0.1676
H: -2.12 -0.81 0.53  0.1008
O: 1.23 0.16 -0.48  -0.0823
O: -0.21 -1.33 -0.20  -0.1414
O: -0.97 0.97 0.31  -0.1589

Summary:
Orbital gap: 10.83 eV
2S+1: 1
SMILES: C1OCOCO1

Which structure is the most stable? The one labeled entry A.

Entry A
Molecular formula: C3H6O3
Method: DFT, ωB97M-V with the def2-TZVPD basis set

Last column: Löwdin charge in e.
Element x y z (Å)
C: 2.08 -0.30 0.26  -0.0295
O: 0.69 -0.37 0.61  -0.0145
C: -0.15 0.04 -0.33  -0.4770
O: 0.15 0.39 -1.44  0.1232
C: -1.57 0.07 0.25  -0.3288
O: -1.93 1.18 0.88  -0.1241
H: 2.28 -0.96 -0.59  0.0988
H: 2.35 0.72 -0.01  0.1020
H: 2.62 -0.63 1.14  0.0960
H: -2.23 0.01 -0.98  0.2073
H: -1.91 -0.91 0.62  0.1470
H: -2.39 0.77 -0.42  0.1996

Summary:
Orbital gap: 10.18 eV
2S+1: 1

Entry B
Molecular formula: C3H6O3
Method: DFT, ωB97M-V with the def2-TZVPD basis set

Last column: Löwdin charge in e.
Element x y z (Å)
O: -1.97 0.61 -0.14  0.1008
C: -1.31 -0.41 -0.10  -0.5211
O: -1.87 -1.60 -0.39  0.1047
C: 0.13 -0.46 0.35  -0.0838
C: 0.94 0.67 -0.24  -0.2569
O: 2.14 0.77 0.51  -0.0646
H: -2.82 -1.42 -0.34  0.1250
H: 0.15 -0.37 1.43  0.1374
H: 0.49 -1.44 0.06  0.1258
H: 1.17 0.45 -1.29  0.1256
H: 0.39 1.61 -0.19  0.1215
H: 2.57 1.60 0.33  0.0858

Summary:
Orbital gap: 11.37 eV
2S+1: 1
SMILES: O=C(O)CCO

Entry C
Molecular formula: C3H6O3
Method: DFT, ωB97M-V with the def2-TZVPD basis set

Last column: Löwdin charge in e.
Element x y z (Å)
C: 1.08 -0.50 0.21  -0.2641
C: 0.10 0.52 0.73  -0.1484
C: -1.84 0.16 -0.53  -0.3871
H: 1.86 0.18 -1.61  0.1523
H: 0.42 -1.31 -0.27  0.1363
H: 1.51 -0.93 1.19  0.1511
H: -0.41 -0.04 1.60  0.1510
H: 0.57 1.53 0.99  0.1549
H: -2.53 0.53 -1.33  0.1539
O: 2.17 -0.14 -0.66  -0.1067
O: -0.87 0.95 -0.26  -0.0116
O: -2.08 -0.96 -0.05  0.0183

Summary:
Orbital gap: 11.10 eV
2S+1: 1
SMILES: O=COCCO

Entry D
Molecular formula: C3H6O3
Method: DFT, ωB97M-V with the def2-TZVPD basis set

Last column: Löwdin charge in e.
Element x y z (Å)
O: -1.53 0.45 0.28  0.0309
C: -1.71 0.20 -0.88  -0.3034
C: -0.92 -0.76 -1.70  -0.0536
H: -2.48 0.79 -1.40  0.1162
H: -0.27 -1.35 -1.06  0.0720
H: -1.50 -1.52 -2.22  0.0808
H: -0.43 -0.10 -2.43  0.0955
O: 1.58 0.29 -0.26  0.0502
C: 1.60 -0.27 0.80  -0.4122
O: 0.98 0.14 1.90  0.0826
H: 2.10 -1.23 0.94  0.1372
H: 0.26 0.74 1.62  0.1038

Summary:
Orbital gap: 11.16 eV
2S+1: 1
SMILES: CC=O.O=CO

Which structure is the most stable? The one labeled entry B.

Entry A
Molecular formula: C3H8N2OS
Method: DFT, ωB97M-V with the def2-TZVPD basis set

Last column: Löwdin charge in e.
Element x y z (Å)
C: 0.40 0.36 0.69  -0.2509
C: -0.83 -0.73 1.03  -0.5401
C: 1.72 -0.27 0.28  -0.2530
H: -1.67 1.24 -0.77  -0.0132
H: -1.19 2.79 -0.92  0.1308
H: -0.41 -1.73 1.55  0.1236
H: -1.24 -0.01 1.77  0.0641
H: -1.22 -1.79 -1.23  -0.0658
H: 2.46 0.58 -0.06  0.1322
H: 2.08 -0.95 1.11  0.1189
H: 1.10 -0.71 -1.75  0.1599
N: -1.04 1.90 -0.31  -0.0728
N: 0.23 1.47 -0.16  -0.0425
O: 1.59 -1.18 -0.90  -0.1870
S: -1.96 -0.96 -0.32  0.6957

Summary:
Orbital gap: 9.08 eV
2S+1: 1
SMILES: N/N=C(/CO)CS

Entry B
Molecular formula: C3H8N2OS
Method: DFT, ωB97M-V with the def2-TZVPD basis set

Last column: Löwdin charge in e.
Element x y z (Å)
C: -0.61 0.31 1.96  -0.2341
C: 0.61 -0.34 1.24  -0.2623
C: 1.04 1.17 -0.68  -0.3813
H: -2.02 -1.03 1.44  0.0820
H: -0.60 0.07 3.02  0.1085
H: -0.55 1.41 1.91  0.1180
H: 1.48 0.05 1.81  0.1221
H: 0.67 -1.42 1.45  0.1134
H: -1.42 -0.59 -1.10  -0.1147
H: 1.44 1.85 0.10  0.1228
H: 0.68 0.88 -2.45  0.0168
N: 0.67 -0.07 -0.16  -0.4856
N: 1.09 1.64 -1.85  0.0750
O: -1.88 -0.07 1.42  -0.0988
S: -0.20 -1.16 -1.16  0.8184

Summary:
Orbital gap: 9.74 eV
2S+1: 1
SMILES: [H]/N=C\N(S)CCO

Entry C
Molecular formula: C3H8N2OS
Method: DFT, ωB97M-V with the def2-TZVPD basis set

Last column: Löwdin charge in e.
Element x y z (Å)
N: 0.55 1.24 -1.31  0.0463
C: 0.34 0.44 -0.10  -0.4198
C: -1.20 0.31 0.06  -0.5298
S: -1.79 1.92 0.67  0.7062
C: 0.98 -0.95 -0.22  -0.5009
N: 1.24 -1.66 0.92  0.1620
O: 0.95 -1.50 -1.31  0.0558
H: 1.39 1.77 -1.12  0.0776
H: 0.77 0.67 -2.12  0.0758
H: 0.66 0.91 0.82  0.1151
H: -1.45 -0.47 0.80  0.0713
H: -1.71 -0.03 -0.84  0.0857
H: -2.93 1.43 1.19  -0.1475
H: 0.84 -1.41 1.80  0.0976
H: 1.37 -2.65 0.75  0.1047

Summary:
Orbital gap: 9.69 eV
2S+1: 1
SMILES: NC(=O)[C@@H](N)CS

Which structure is the most stable? The one labeled entry C.

Entry A
Molecular formula: C3H8N2OS
Method: DFT, ωB97M-V with the def2-TZVPD basis set

Last column: Löwdin charge in e.
Element x y z (Å)
C: 0.51 -1.67 0.77  -0.5513
C: -0.58 -0.99 -0.13  -0.2781
C: -0.42 2.41 -0.15  -0.2945
H: 2.20 -1.25 -0.94  -0.1499
H: 0.78 -1.06 1.63  0.0560
H: 0.13 -2.60 1.29  0.0861
H: -0.90 -1.79 -0.80  0.1180
H: -1.43 -0.80 0.49  0.1038
H: 1.13 1.23 0.31  0.1348
H: -0.04 3.15 0.57  0.1173
H: -1.74 1.71 -1.25  0.0680
N: 0.12 1.14 0.16  -0.0389
N: -1.39 2.65 -0.91  0.0880
O: -0.21 0.20 -0.79  -0.1560
S: 1.85 -2.34 -0.24  0.6965

Summary:
Orbital gap: 10.06 eV
2S+1: 1
SMILES: [H]/N=C\NOCCS

Entry B
Molecular formula: C3H8N2OS
Method: DFT, ωB97M-V with the def2-TZVPD basis set

Last column: Löwdin charge in e.
Element x y z (Å)
C: 0.47 0.46 -0.08  -0.3523
C: 1.26 0.28 -1.39  -0.4755
S: 2.38 -1.14 -0.93  0.7058
N: -0.97 0.78 -0.27  0.0375
C: -1.89 0.34 0.76  -0.5748
N: -1.26 0.13 2.01  0.1292
O: -3.07 0.18 0.64  0.0827
H: 1.01 1.16 0.60  0.1194
H: 0.48 -0.41 0.55  0.0545
H: 0.53 0.19 -2.19  0.0737
H: 1.83 1.17 -1.63  0.0646
H: 3.68 -0.95 -0.76  -0.1790
H: -1.07 1.77 -0.44  0.1223
H: -2.05 -0.12 2.60  0.1018
H: -0.58 0.82 2.27  0.0901

Summary:
Orbital gap: 9.84 eV
2S+1: 1
SMILES: NC(=O)NCCS

Entry C
Molecular formula: C3H8N2OS
Method: DFT, ωB97M-V with the def2-TZVPD basis set

Last column: Löwdin charge in e.
Element x y z (Å)
C: -1.50 2.17 2.61  -0.0157
C: -0.96 -1.83 -1.31  -0.7988
C: 1.32 -1.86 -2.02  -0.0791
N: -0.92 1.58 1.56  -0.2214
N: -0.43 0.39 1.41  0.0315
O: 0.02 -1.24 -1.98  -0.2047
S: -2.48 -1.39 -1.60  0.6562
H: -1.57 1.61 3.57  0.0737
H: -1.84 3.21 2.44  0.0645
H: -0.68 -2.66 -0.58  0.1011
H: 1.84 -1.83 -3.02  0.1057
H: 1.31 -2.95 -1.83  0.0890
H: 1.95 -1.38 -1.28  0.0849
H: -0.93 2.18 0.77  0.1262
H: -0.56 -0.12 2.20  -0.0131

Summary:
Orbital gap: 8.65 eV
2S+1: 1

Entry D
Molecular formula: C3H8N2OS
Method: DFT, ωB97M-V with the def2-TZVPD basis set

Last column: Löwdin charge in e.
Element x y z (Å)
N: -1.94 -1.24 0.10  0.0197
C: -0.54 -0.76 0.15  -0.3880
C: -0.51 0.15 1.38  -0.5424
S: 1.13 1.00 1.53  0.6712
C: 0.03 -0.19 -1.30  -0.3830
N: 1.38 0.02 -1.52  0.1141
O: -0.83 0.28 -2.15  -0.0299
H: -2.43 -1.10 -0.77  0.0672
H: -2.07 -2.25 0.21  0.0756
H: 0.14 -1.62 0.36  0.1251
H: -1.28 0.93 1.35  0.0722
H: -0.94 -0.56 2.17  0.1072
H: 1.75 -0.24 1.58  -0.1151
H: 1.56 0.79 -2.21  0.1377
H: 1.86 -0.82 -1.45  0.0683

Summary:
Orbital gap: 9.55 eV
2S+1: 1
SMILES: NC(=O)[C@H](N)CS

Which structure is the most stable? The one labeled entry B.